69
Properties=species:S:1:pos:R:3:lowdin_spin:R:1 method="wB97M-V/def2-TZVPD" orbital_gap_ev="3.5 / 4.2" s2=0.8190 total_charge=+1 multiplicity=2 homo_energy_ha="-0.3602 / -0.3607"
O 9.12766 -35.66992 9.16878 -0.33
V 8.71340 -37.16280 8.69044 1.29
N 8.35672 -38.14990 10.50602 0.02
S 9.30054 -38.04871 11.96634 0.00
O 10.40137 -38.96253 11.95363 0.00
O 8.68930 -37.76581 13.22897 0.00
F 9.95963 -36.65802 11.58606 0.00
S 7.55471 -39.45655 10.93323 0.00
O 6.56498 -39.36256 11.97495 0.00
O 8.34664 -40.63315 10.84664 0.00
F 6.60618 -39.57329 9.64010 0.00
C 8.91896 -32.32227 15.28940 0.00
C 8.85358 -33.57693 14.40505 0.00
N 8.08269 -33.35292 13.19929 0.00
C 7.52417 -34.49128 12.47428 0.00
C 6.88749 -35.56011 13.33003 0.00
C 8.72177 -32.41865 12.27660 0.00
C 9.99316 -32.90051 11.56065 0.00
H 9.18565 -32.62635 16.30308 0.00
H 8.01220 -31.72823 15.36349 0.00
H 9.72904 -31.71004 14.88931 0.00
H 9.86043 -33.96893 14.20569 0.00
H 8.29158 -34.32154 14.97585 0.00
H 8.29762 -34.93676 11.83811 0.00
H 6.72286 -34.16217 11.80511 0.00
H 6.01941 -35.16809 13.86566 0.00
H 7.54832 -35.97017 14.08550 0.00
H 6.53798 -36.35031 12.66534 0.00
H 7.98962 -31.99485 11.58036 0.00
H 8.94058 -31.48943 12.81232 0.00
H 10.41746 -32.15954 10.88404 0.00
H 10.79697 -33.09890 12.27248 0.00
H 9.72387 -33.81485 11.03411 0.00
C 11.57978 -38.83192 9.23711 0.00
O 10.80086 -37.94334 8.86403 0.00
N 12.89335 -38.68712 9.26343 0.00
C 13.74424 -39.63647 9.92584 0.00
C 13.52584 -37.40470 8.98503 0.00
H 11.24874 -39.82374 9.55998 0.00
H 14.67978 -39.75428 9.36949 0.00
H 13.33131 -40.64249 9.98058 0.00
H 14.08729 -39.28877 10.90355 0.00
H 13.90075 -36.85338 9.84722 0.00
H 14.44790 -37.61971 8.43449 0.00
H 12.92562 -36.80736 8.30641 0.00
C 7.59538 -39.83221 6.83702 0.00
O 8.06876 -38.82983 7.40244 0.01
N 8.07648 -41.05005 7.00003 0.00
C 7.66490 -42.14078 6.11841 0.00
C 9.29009 -41.28231 7.79347 0.00
H 6.77537 -39.80131 6.11746 0.00
H 8.47297 -42.84421 5.94437 0.00
H 7.25290 -41.89251 5.14092 0.00
H 6.87148 -42.67940 6.64635 0.00
H 9.81373 -40.33138 7.87099 0.00
H 8.95831 -41.65698 8.76131 0.00
H 10.02873 -41.97052 7.38776 0.00
C 9.13359 -43.78958 12.38009 0.00
O 8.53131 -44.79305 12.66843 0.00
N 10.49303 -43.72525 12.19822 0.00
C 11.23658 -44.96547 12.21940 0.00
C 11.12898 -42.49100 11.85501 0.00
H 8.61188 -42.82352 12.31376 0.00
H 10.67762 -45.89761 12.27575 0.00
H 11.74599 -45.09380 13.18804 0.00
H 11.97967 -44.91998 11.42518 0.00
H 11.42004 -42.45412 10.79594 0.00
H 10.46294 -41.63553 11.97648 0.00
H 11.96849 -42.28772 12.52371 0.00